Entry 1:
{"formula": "C3H4N3", "method": "ωB97M-V/def2-TZVPD", "total_charge": 1, "relative_energy_ev": 4.9826, "e_tot_ev": -7631.3235, "elements": ["C", "C", "C", "N", "N", "N", "H", "H", "H", "H"], "coordinates": [[-0.104, -2.364, -3.362], [-0.215, -0.565, -0.908], [-0.382, 0.039, 0.472], [-0.739, -1.933, -1.164], [-0.708, -2.258, -2.346], [0.527, -0.225, -1.843], [-0.910, -0.604, 1.185], [-1.046, 0.924, 0.322], [0.638, 0.353, 0.975], [1.285, 0.551, -1.982]], "atomic_forces_ev_per_a": [[1.5635, -0.5812, -3.2710], [1.3527, 0.7470, 1.4925], [0.3903, 0.6363, 0.6265], [-0.3090, 0.3920, 0.8195], [-1.7579, -0.0379, 2.4770], [2.0905, 1.4619, -1.8270], [0.1664, -0.1025, -0.3658], [0.7036, -0.3788, 0.2779], [-2.0143, -0.5835, -1.4182], [-2.1858, -1.5534, 1.1887]]}

Entry 2:
{"formula": "C5H10O", "method": "ωB97M-V/def2-TZVPD", "smiles": "C=C(C)C.C=O", "total_charge": 0, "relative_energy_ev": 1.4463, "e_tot_ev": -7393.3190, "elements": ["C", "C", "C", "C", "H", "H", "H", "H", "H", "H", "H", "H", "C", "O", "H", "H"], "coordinates": [[-0.615, 0.219, 1.376], [-0.766, 0.126, 0.054], [-0.596, 1.310, -0.860], [-1.079, -1.175, -0.631], [-0.380, 1.167, 1.857], [-0.735, -0.646, 2.024], [-0.366, 2.225, -0.306], [-1.507, 1.482, -1.446], [0.215, 1.119, -1.575], [-1.987, -1.086, -1.241], [-1.226, -1.988, 0.087], [-0.259, -1.452, -1.305], [2.320, -0.323, 0.496], [2.389, -0.824, -0.599], [2.372, 0.773, 0.649], [2.219, -0.926, 1.420]], "atomic_forces_ev_per_a": [[-0.0490, 0.0033, -0.0951], [0.0125, 0.0130, 0.1455], [0.0198, 0.0484, 0.0034], [-0.0040, -0.0499, 0.0215], [-0.0419, -0.1175, -0.0956], [0.0006, 0.1078, -0.1145], [-0.0318, -0.1475, -0.0633], [0.1347, -0.0486, 0.0784], [-0.1111, 0.0147, 0.0947], [0.1456, 0.0095, 0.0788], [0.0338, 0.1297, -0.0910], [-0.1044, 0.0515, 0.0910], [0.0319, -0.0970, -0.2223], [-0.0228, 0.1883, 0.4186], [-0.0197, -0.1097, -0.0883], [0.0059, 0.0038, -0.1616]]}

Entry 3:
{"formula": "C6H11N6", "method": "ωB97M-V/def2-TZVPD", "total_charge": 1, "relative_energy_ev": 3.1414, "e_tot_ev": -15331.0025, "elements": ["C", "C", "C", "C", "C", "C", "N", "N", "N", "N", "N", "N", "H", "H", "H", "H", "H", "H", "H", "H", "H", "H", "H"], "coordinates": [[-0.153, 1.064, 0.087], [-1.981, -0.062, -0.203], [0.994, 2.016, 0.303], [2.296, 1.243, 0.357], [1.346, -0.496, -1.028], [-3.384, -0.346, -0.023], [-1.438, 1.102, 0.358], [-1.060, -0.741, -0.867], [0.235, -2.787, 0.557], [1.148, -2.013, 0.690], [0.139, -0.043, -0.721], [2.385, 0.321, -0.710], [1.139, 2.742, -0.441], [0.677, 2.515, 1.141], [3.081, 1.913, 0.368], [2.355, 0.636, 1.240], [1.444, -1.284, -1.677], [-3.693, -1.362, -0.427], [-3.724, -0.280, 1.105], [-3.916, 0.451, -0.630], [0.269, -3.729, 0.830], [3.365, 0.046, -0.991], [-0.589, -2.448, -0.148]], "atomic_forces_ev_per_a": [[-0.4320, -0.0202, -1.7840], [3.4361, 1.0472, 0.0525], [-0.6388, -2.0559, -0.5942], [-2.0150, -0.3823, 1.7064], [1.8258, 3.0934, 2.2809], [-2.6120, -0.7703, 0.4857], [1.5620, -0.0860, 0.1173], [-0.2110, -1.0099, -0.2567], [-1.9928, 2.7661, -3.4443], [1.5364, -0.2968, 0.6669], [-3.6501, 1.4403, 1.0588], [0.5547, -2.9047, -2.6038], [-0.5871, 0.9431, -1.4601], [0.1970, 1.4055, 2.5019], [1.7889, 1.1988, -0.2394], [0.0413, -0.1693, 0.9413], [0.3727, -1.7404, -1.5103], [0.4816, 1.2926, 0.4526], [0.8433, 0.0666, -2.3534], [0.2237, -0.9200, 0.9091], [-0.0850, -1.9191, 1.1971], [-1.8666, 0.1243, 0.3075], [1.2269, -1.1030, 1.5682]]}

Entry 4:
{"formula": "C19H27ClO3", "method": "ωB97M-V/def2-TZVPD", "smiles": "CCCCCCCC[C@@]1(Cl)OC(=O)O[C@@H]1CCc1ccccc1", "total_charge": 0, "relative_energy_ev": 0.0000, "e_tot_ev": -38806.7430, "elements": ["C", "C", "C", "C", "C", "C", "C", "C", "C", "Cl", "O", "C", "O", "O", "C", "C", "C", "C", "C", "C", "C", "C", "C", "H", "H", "H", "H", "H", "H", "H", "H", "H", "H", "H", "H", "H", "H", "H", "H", "H", "H", "H", "H", "H", "H", "H", "H", "H", "H", "H"], "coordinates": [[2.280, -1.093, 2.088], [3.691, -1.603, 1.797], [4.225, -1.310, 0.386], [3.854, 0.053, -0.207], [2.515, 0.096, -0.959], [2.442, 1.214, -2.005], [1.083, 1.924, -2.091], [0.658, 2.567, -0.766], [-0.847, 2.670, -0.518], [-1.159, 4.081, 0.520], [-1.568, 2.877, -1.746], [-2.139, 1.705, -2.109], [-2.853, 1.549, -3.041], [-1.737, 0.719, -1.254], [-1.499, 1.367, -0.002], [-2.781, 1.524, 0.818], [-3.879, 0.496, 0.504], [-3.418, -0.943, 0.531], [-3.395, -1.713, -0.625], [-2.956, -3.030, -0.597], [-2.525, -3.594, 0.597], [-2.548, -2.836, 1.759], [-2.993, -1.522, 1.727], [2.211, -0.007, 2.025], [1.972, -1.406, 3.086], [1.560, -1.513, 1.383], [4.378, -1.218, 2.553], [3.667, -2.687, 1.929], [5.315, -1.371, 0.426], [3.911, -2.107, -0.293], [3.867, 0.811, 0.582], [4.638, 0.340, -0.913], [1.708, 0.193, -0.234], [2.378, -0.876, -1.437], [3.231, 1.954, -1.851], [2.624, 0.766, -2.984], [0.354, 1.213, -2.477], [1.155, 2.719, -2.835], [1.073, 3.573, -0.726], [1.075, 2.035, 0.089], [-0.768, 0.802, 0.572], [-3.193, 2.526, 0.703], [-2.524, 1.430, 1.874], [-4.634, 0.612, 1.286], [-4.382, 0.720, -0.436], [-3.708, -1.271, -1.564], [-2.955, -3.605, -1.514], [-2.175, -4.617, 0.615], [-2.216, -3.275, 2.691], [-3.011, -0.937, 2.640]], "atomic_forces_ev_per_a": [[0.0151, -0.1521, -0.1009], [-0.3003, -0.1684, -0.0755], [0.1173, 0.0910, 0.1883], [0.0523, -0.0462, -0.1777], [0.2601, -0.0605, 0.2560], [-0.2720, -0.0517, -0.1333], [0.1713, -0.0536, -0.0226], [0.0559, 0.1835, -0.0482], [-0.0921, 0.0556, -0.2231], [0.0139, -0.0340, 0.1000], [-0.0653, 0.0539, 0.2426], [0.2489, -0.3099, -0.0365], [0.0980, 0.0095, -0.1054], [-0.6299, 0.2846, -0.1035], [0.4104, 0.2711, 0.4033], [-0.2357, -0.0933, -0.0106], [-0.0660, -0.1509, 0.2739], [0.0960, -0.0322, 0.0436], [0.0025, -0.0963, -0.0065], [-0.0435, 0.1212, 0.1020], [-0.0507, 0.0474, -0.1701], [0.0485, -0.0271, 0.0007], [-0.0011, 0.0273, -0.1556], [0.0127, 0.0336, 0.0733], [-0.0238, 0.0990, 0.0486], [-0.0160, -0.0042, -0.0175], [0.0265, 0.1173, -0.0261], [0.1753, -0.0021, 0.0750], [0.0039, -0.0872, 0.0055], [-0.0971, 0.0674, -0.0704], [0.0183, 0.0826, -0.0309], [0.0181, -0.0030, -0.0112], [-0.1075, -0.0758, -0.0462], [-0.1321, 0.0220, -0.0932], [0.0283, 0.0064, 0.1588], [0.1690, 0.1498, -0.0480], [-0.0904, -0.0653, 0.1718], [-0.0793, -0.0708, -0.0928], [0.0000, 0.0104, 0.0011], [0.0255, -0.0027, 0.0504], [0.0421, -0.2542, -0.2721], [-0.0474, 0.0006, -0.1001], [0.1347, 0.0754, -0.0044], [-0.0655, 0.0942, -0.0629], [0.1585, -0.0238, -0.1082], [-0.0084, 0.0167, 0.0046], [0.0408, -0.0535, 0.0211], [0.0010, -0.0220, 0.0463], [-0.0093, 0.0237, 0.0461], [-0.0112, -0.0033, 0.0404]]}